Entry 1:
Formula: C26H50ClFILuNO2P
Source: the Open Molecules 2025 dataset
Level of theory: wB97M-V/def2-TZVPD

Results
- DFT total energy: -99584.3284 eV
- LUMO level: -8.94 eV
- Frontier orbital gap: 2.9813 eV
- Largest force on an atom: 0.1031 hartree/bohr
- Relative energy (zero: lowest compared OMol25 entry of this formula, charge and spin): 0.0000 eV

The geometry in ORCA input format:
```
! RIJCOSX wB97M-V def2-TZVPD def2/J DEFGRID3
* xyz 2 1
C 1.129 4.964 4.304
C 0.365 3.832 4.052
C -0.944 3.806 3.615
P -1.052 2.658 1.832
F 0.584 2.535 1.829
Cl -3.212 2.901 1.913
C -1.237 1.744 0.214
C -0.061 1.815 -0.767
C 0.484 0.439 -1.218
C 1.970 0.193 -0.892
C 2.893 0.003 -2.102
C 3.866 -1.197 -2.053
C 4.350 -1.645 -0.661
C 4.102 -3.126 -0.342
C 2.842 -3.401 0.484
C 1.560 -3.425 -0.386
C 0.943 -4.823 -0.497
C 0.267 -5.046 -1.847
C -1.302 -5.008 -1.772
C -1.923 -4.822 -3.208
C -3.055 -3.806 -3.181
C -2.526 -2.386 -2.924
C -1.069 1.100 3.083
I 0.352 -0.415 2.563
C -2.399 0.511 3.498
C -3.146 -0.383 2.523
N -0.902 4.302 1.151
C -2.040 5.193 0.958
C -2.666 5.295 -0.382
O -2.330 5.925 1.834
C 0.353 4.955 0.989
C 0.660 5.487 -0.362
O 1.094 5.177 1.919
H 2.173 4.962 4.026
H 0.745 5.842 4.806
H 0.884 2.893 4.239
H -1.647 3.340 4.305
H -1.309 4.809 3.440
H -2.101 2.212 -0.241
H -1.542 0.713 0.359
H -0.433 2.288 -1.673
H 0.786 2.411 -0.448
H 0.347 0.354 -2.293
H -0.105 -0.366 -0.783
H 2.025 -0.649 -0.211
H 2.347 1.031 -0.309
H 2.258 -0.136 -2.975
H 3.453 0.908 -2.309
H 3.446 -2.028 -2.613
H 4.745 -0.908 -2.619
H 3.969 -1.024 0.141
H 5.429 -1.535 -0.643
H 4.951 -3.519 0.208
H 4.031 -3.704 -1.261
H 2.948 -4.353 0.996
H 2.726 -2.626 1.238
H 1.839 -3.090 -1.382
H 0.853 -2.694 -0.002
H 1.720 -5.571 -0.365
H 0.212 -4.957 0.294
H 0.551 -4.309 -2.593
H 0.579 -6.046 -2.218
H -1.717 -5.896 -1.266
H -1.577 -4.143 -1.186
H -2.314 -5.798 -3.544
H -1.172 -4.487 -3.925
H -3.576 -3.822 -4.130
H -3.760 -4.074 -2.401
H -2.649 -2.090 -1.888
H -1.495 -2.272 -3.245
H -3.106 -1.689 -3.518
H -0.615 1.455 3.998
H -3.043 1.226 3.998
H -2.114 -0.153 4.319
H -3.818 0.180 1.884
H -2.454 -0.945 1.904
H -3.761 -1.094 3.062
H -3.678 5.653 -0.257
H -2.660 4.365 -0.940
H -2.121 6.036 -0.963
H 0.025 5.053 -1.123
H 1.713 5.376 -0.580
H 0.425 6.551 -0.325
Lu -0.366 -7.028 -3.155
*
```


Entry 2:
Formula: C26H50FIN10O20P
Source: the Open Molecules 2025 dataset
Level of theory: wB97M-V/def2-TZVPD

Results
- DFT total energy: -103698.6640 eV
- LUMO level: -5.34 eV
- Frontier orbital gap: 6.2607 eV
- Largest force on an atom: 0.0790 hartree/bohr
- Relative energy (zero: lowest compared OMol25 entry of this formula, charge and spin): 2.2621 eV

The geometry in ORCA input format:
```
! RIJCOSX wB97M-V def2-TZVPD def2/J DEFGRID3
* xyz 1 1
C 6.211 3.713 1.061
C 6.077 2.940 -0.334
C 5.489 1.456 -0.175
C 6.673 0.364 -0.155
C 6.138 -0.896 0.658
C 5.986 -2.218 -0.217
C 4.731 -2.111 -1.226
C 3.617 -3.080 -0.664
C 2.275 -2.999 -1.555
C 1.641 -1.578 -1.274
C 0.406 -1.546 -0.313
C 0.133 -2.449 0.815
N 1.053 -3.526 1.159
C 1.487 -3.260 2.330
O 1.973 -3.390 3.356
N -1.015 -2.341 1.635
C -1.964 -1.345 1.467
O -3.041 -1.359 2.351
C -1.802 -0.333 0.389
C -2.910 0.773 0.329
C -2.286 2.194 0.665
O -1.473 2.372 1.507
F -2.750 3.303 -0.037
C -0.602 -0.426 -0.543
P -0.353 0.855 -1.935
O -1.834 1.420 -2.522
I 0.889 2.727 -0.881
H 5.838 3.037 1.894
H 5.521 4.601 1.004
H 7.296 4.016 1.199
H 7.064 2.883 -0.879
H 5.328 3.504 -0.962
H 4.876 1.223 -1.094
H 4.826 1.402 0.732
H 7.507 0.844 0.430
H 6.986 0.082 -1.203
H 6.882 -1.136 1.481
H 5.149 -0.696 1.165
H 6.917 -2.464 -0.802
H 5.793 -3.063 0.505
H 4.448 -1.023 -1.230
H 5.037 -2.457 -2.252
H 3.969 -4.149 -0.545
H 3.337 -2.688 0.367
H 1.603 -3.872 -1.309
H 2.622 -3.093 -2.630
H 2.384 -0.818 -0.866
H 1.333 -1.156 -2.285
H -1.142 -3.019 2.402
H -2.711 -0.988 3.197
H -3.700 0.599 1.114
H -3.442 0.850 -0.655
H -2.437 0.652 -2.632
C -5.800 -3.006 1.934
N -6.284 -3.631 0.675
O -6.005 -4.801 0.487
O -6.925 -2.924 -0.079
H -5.247 -3.748 2.502
H -5.157 -2.173 1.660
H -6.673 -2.664 2.489
C 9.592 7.349 0.456
N 8.562 6.278 0.522
O 8.955 5.124 0.538
O 7.403 6.635 0.555
H 10.575 6.888 0.433
H 9.412 7.922 -0.451
H 9.477 7.969 1.343
C -10.166 -1.241 0.983
N -10.028 -1.485 2.444
O -10.603 -0.727 3.194
O -9.341 -2.435 2.780
H -10.800 -0.371 0.833
H -9.169 -1.067 0.583
H -10.618 -2.128 0.544
C -2.390 -5.967 2.283
N -3.016 -5.469 3.540
O -4.229 -5.456 3.585
O -2.263 -5.114 4.428
H -3.177 -6.247 1.587
H -1.783 -5.161 1.875
H -1.777 -6.829 2.541
C -8.468 -5.970 2.283
N -9.501 -7.037 2.327
O -9.115 -8.190 2.324
O -10.661 -6.676 2.362
H -7.485 -6.434 2.255
H -8.641 -5.380 1.385
H -8.582 -5.365 3.181
C -1.765 6.496 -0.369
N -1.090 7.395 -1.343
O -1.602 8.473 -1.556
O -0.066 6.978 -1.859
H -2.656 6.992 0.008
H -2.027 5.581 -0.895
H -1.062 6.301 0.439
C -1.791 0.562 -6.460
N -1.287 -0.608 -5.691
O -2.036 -1.097 -4.858
O -0.167 -0.990 -5.949
H -2.800 0.791 -6.126
H -1.121 1.396 -6.265
H -1.786 0.289 -7.513
C 3.057 5.602 -2.360
N 4.278 5.414 -1.532
O 4.132 4.926 -0.423
O 5.332 5.760 -2.021
H 2.200 5.250 -1.794
H 2.965 6.664 -2.579
H 3.186 5.021 -3.271
*
```


Entry 3:
Formula: C26H50N2O3S
Source: the Open Molecules 2025 dataset
Level of theory: wB97M-V/def2-TZVPD

Results
- DFT total energy: -47720.1411 eV
- LUMO level: -0.59 eV
- Frontier orbital gap: 5.2031 eV
- Largest force on an atom: 0.1285 hartree/bohr

The geometry in ORCA input format:
```
! RIJCOSX wB97M-V def2-TZVPD def2/J DEFGRID3
* xyz 0 1
C 3.450 -4.991 1.334
C 2.321 -5.092 2.516
C 1.562 -3.677 2.595
C 0.356 -3.660 3.693
C -0.435 -2.236 3.518
C -2.001 -2.336 3.910
C -2.946 -2.329 2.601
C -3.754 -0.942 2.371
C -3.334 -0.140 1.033
C -4.322 -0.463 -0.229
C -4.655 0.870 -1.106
C -4.400 0.696 -2.685
C -2.810 0.727 -3.086
C -2.326 2.235 -2.879
C -0.742 2.493 -2.881
C 0.169 1.342 -2.233
C 1.309 1.869 -1.225
C 1.706 0.949 -0.042
C 1.198 -0.499 0.382
C 1.115 -1.542 -0.852
C -0.379 -2.119 -0.915
S -0.577 -3.440 -2.229
N 2.722 1.696 0.729
C 2.885 2.935 0.014
C 3.917 3.978 0.640
C 3.029 5.190 1.293
N 2.091 3.106 -1.190
C 2.027 4.217 -2.177
C 3.405 4.990 -2.433
O 3.361 6.262 -2.378
O 4.673 4.364 -2.664
H 2.951 -4.522 0.409
H 3.842 -6.029 1.053
H 4.356 -4.374 1.678
H 2.917 -5.325 3.483
H 1.634 -5.969 2.209
H 1.168 -3.346 1.565
H 2.352 -2.883 2.908
H -0.423 -4.481 3.443
H 0.754 -3.738 4.763
H 0.119 -1.395 4.081
H -0.385 -1.989 2.384
H -2.222 -1.450 4.621
H -2.168 -3.358 4.428
H -2.397 -2.574 1.623
H -3.740 -3.155 2.768
H -4.884 -1.157 2.315
H -3.597 -0.274 3.296
H -3.302 0.974 1.301
H -2.240 -0.441 0.787
H -3.845 -1.216 -0.947
H -5.320 -0.814 0.219
H -5.779 1.133 -0.978
H -4.078 1.728 -0.615
H -4.839 -0.319 -2.987
H -4.898 1.552 -3.288
H -2.318 -0.060 -2.420
H -2.679 0.368 -4.173
H -2.750 2.760 -1.943
H -2.752 2.842 -3.775
H -0.572 3.449 -2.237
H -0.317 2.765 -3.928
H 0.695 0.781 -3.114
H -0.403 0.529 -1.658
H 0.155 -0.372 0.853
H 1.878 -0.922 1.206
H 1.430 -0.955 -1.800
H 1.844 -2.411 -0.620
H -1.185 -1.316 -1.150
H -0.689 -2.565 0.108
H 0.653 -3.685 -2.824
H 3.214 1.408 1.588
H 4.494 3.514 1.530
H 4.645 4.450 -0.101
H 3.685 6.074 1.635
H 2.286 5.560 0.482
H 2.363 4.800 2.155
H 1.216 4.957 -1.806
H 1.681 3.783 -3.197
H 5.308 4.885 -2.099
O 1.448 -1.045 -4.038
H 2.077 -0.625 -4.618
*
```


Among the records above, which one has the highest largest force on an atom? C26H50N2O3S


Which of these has the highest DFT total energy? C26H50N2O3S


What is the formula in the third record? C26H50N2O3S